(1)
Below is a cluster of 13 separate species, C48H115N13O10 in total at a distorted geometry, with properties calculated with wB97M-V/def2-TZVPD.

Output
Energy above the lowest of the compared OMol25 structures with the same formula, charge and spin ... 114.2 kcal/mol
E_LUMO ... 0.2 eV
Strongest force on any atom ... 5.24 eV/Å
Gap between HOMO and LUMO ... 8.71 eV
Calculated total energy ... -91486.5337 eV

Each line ends with the Mulliken charge.
CARTESIAN COORDINATES (ANGSTROEM)
C 8.68061 17.35671 -22.17229  -1.724
C 9.62215 18.64465 -22.41445  -0.062
N 11.05754 18.61036 -22.12713  0.997
C 11.82055 17.60928 -22.83213  -0.841
C 12.04502 17.81435 -24.34094  -0.768
C 11.29519 18.54071 -20.64793  -1.067
C 10.56869 19.70834 -19.79365  -0.076
H 7.62767 17.62482 -22.25906  0.300
H 8.89193 16.96076 -21.17898  0.423
H 9.00941 16.60014 -22.88475  0.454
H 9.52981 18.85386 -23.48020  -0.175
H 9.08791 19.49753 -21.99579  0.166
H 12.77701 17.61411 -22.30939  0.426
H 11.31870 16.65028 -22.70340  0.432
H 12.72784 18.64019 -24.54056  0.205
H 12.21540 16.79896 -24.69878  0.411
H 11.11476 18.05343 -24.85626  -0.002
H 12.36818 18.69556 -20.53477  0.315
H 11.05257 17.60629 -20.14186  0.553
H 9.51093 19.49505 -19.94775  -0.272
H 10.81198 20.66561 -20.25467  0.042
H 10.75214 19.74074 -18.71968  0.486
C 15.39365 21.23598 -20.24057  -0.910
C 15.05854 22.17976 -21.34151  -0.658
N 13.77048 22.84041 -21.09833  0.270
C 13.48007 23.39781 -19.75617  -0.555
C 14.62326 24.48252 -19.47322  -1.578
C 12.65829 21.94560 -21.44757  0.365
C 12.62162 21.56062 -22.90934  -1.545
H 16.27737 20.61991 -20.40665  0.442
H 14.55189 20.55432 -20.11863  0.106
H 15.58130 21.79703 -19.32508  0.236
H 15.83796 22.93951 -21.39971  0.464
H 15.17138 21.68171 -22.30448  0.473
H 12.46361 23.78437 -19.68215  0.548
H 13.59839 22.61457 -19.00742  0.459
H 14.49025 24.74989 -18.42493  0.411
H 15.63452 24.12064 -19.65898  0.412
H 14.55760 25.39203 -20.07037  0.343
H 11.66406 22.34223 -21.24191  0.161
H 12.51715 20.96040 -21.00308  -0.463
H 12.72579 22.35755 -23.64564  0.332
H 11.62927 21.24992 -23.23615  0.188
H 13.30243 20.73874 -23.13096  0.315
C 12.94047 18.98899 -27.98737  -1.514
C 12.06064 20.28397 -28.07496  -0.478
N 10.64936 19.94703 -28.25298  0.819
C 9.89898 21.22021 -28.37343  -0.876
C 9.81201 21.86888 -26.95326  -0.513
C 10.32370 19.14621 -29.45043  -0.542
C 9.05830 18.28745 -29.37470  -0.977
H 13.78131 19.15520 -27.31397  0.405
H 13.32596 18.66657 -28.95461  0.385
H 12.42471 18.15116 -27.51820  0.327
H 12.15499 21.03497 -27.29061  0.416
H 12.38266 20.84902 -28.94967  0.379
H 10.33493 21.91227 -29.09391  0.316
H 8.86373 21.05132 -28.66980  0.108
H 9.63350 21.20973 -26.10370  -0.098
H 10.73862 22.34222 -26.62853  0.339
H 9.06596 22.64304 -26.77389  0.151
H 11.02314 18.34951 -29.70372  0.321
H 10.23916 19.74624 -30.35648  0.311
H 9.18006 17.45009 -28.68760  0.254
H 8.71169 17.93156 -30.34491  0.463
H 8.27606 18.96203 -29.02665  0.006
C 8.10898 22.42310 -23.72667  1.776
C 7.95340 23.91665 -23.39718  -0.130
O 8.67114 24.70126 -23.90586  -0.507
N 7.17593 24.13359 -22.36693  1.100
C 7.08251 25.53808 -21.92391  -0.875
H 7.86688 22.27472 -24.77903  -0.928
H 7.67675 21.77188 -22.96695  -0.005
H 9.15131 22.12254 -23.62032  -0.643
H 6.94002 23.40891 -21.70415  -0.223
H 6.93264 26.29610 -22.69271  0.222
H 8.01771 25.85958 -21.46551  -0.172
H 6.37290 25.83449 -21.15145  0.531
C 11.72946 29.86140 -23.18837  -0.863
C 11.23473 29.67515 -24.66263  0.584
O 11.67241 30.26557 -25.56928  -0.588
N 10.05745 28.95718 -24.84273  0.003
C 9.40388 28.09960 -23.86021  0.159
H 10.90882 30.01321 -22.48723  0.141
H 12.31255 30.78192 -23.21580  0.373
H 12.28922 28.97599 -22.88700  0.183
H 9.68965 28.83290 -25.77513  -0.018
H 9.82029 28.21588 -22.85963  -0.346
H 9.42223 27.04665 -24.14139  0.205
H 8.33727 28.31248 -23.93185  0.174
C 11.99389 28.11181 -19.30637  -1.474
C 11.15789 27.08985 -20.06664  0.542
O 9.93789 26.93718 -19.92824  -0.609
N 11.82112 26.26637 -20.84440  0.276
C 11.33673 25.30925 -21.81887  0.019
H 12.13750 27.79210 -18.27425  0.352
H 11.37561 28.98426 -19.09503  0.361
H 12.95890 28.32325 -19.76697  0.377
H 12.82565 26.32235 -20.75558  0.094
H 10.67421 25.82854 -22.51133  -0.526
H 10.86253 24.57367 -21.16913  -0.037
H 12.26208 24.88506 -22.20861  0.437
C 4.85796 31.22112 -19.27224  -1.085
C 6.32127 31.25458 -19.66934  0.647
O 7.06151 32.19112 -19.44354  -0.640
N 6.68782 30.15316 -20.38111  -0.105
C 7.95994 29.72388 -20.80817  -0.596
H 4.54272 30.93088 -18.27000  0.247
H 4.22472 30.88203 -20.09207  0.347
H 4.68757 32.29610 -19.33124  0.328
H 5.87737 29.56292 -20.50312  0.219
H 8.06686 29.77589 -21.89167  0.293
H 8.12050 28.67470 -20.56010  0.058
H 8.74674 30.33938 -20.37204  0.317
C 3.02798 23.66296 -27.24522  -1.201
C 3.78399 24.70970 -26.50355  0.817
O 4.20166 25.73428 -27.06167  -0.675
N 3.92489 24.49926 -25.18835  -0.011
C 4.72232 25.33656 -24.33356  -0.648
H 2.97690 23.82276 -28.32223  0.275
H 2.00910 23.86369 -26.91401  0.530
H 3.39061 22.65527 -27.04236  0.148
H 3.29377 23.86705 -24.71708  0.296
H 4.60966 25.13239 -23.26880  0.493
H 4.58803 26.37317 -24.64263  0.336
H 5.79649 25.19100 -24.44793  -0.328
C 4.47522 21.54962 -21.65468  -0.961
C 4.58540 20.15671 -20.99408  0.536
O 3.56075 19.46019 -20.76300  -0.746
N 5.79955 19.96835 -20.42788  0.348
C 6.07493 18.87169 -19.54143  -1.089
H 5.41903 21.98979 -21.97650  0.130
H 3.86043 22.15812 -20.99145  0.525
H 3.74141 21.53459 -22.46054  0.346
H 6.59909 20.53616 -20.66958  -0.033
H 7.13519 18.63399 -19.62771  0.219
H 5.51033 17.97523 -19.79773  0.379
H 5.86209 19.02410 -18.48334  0.360
C 6.44606 23.19665 -28.35848  -0.765
C 5.67350 22.29823 -29.32371  0.665
O 5.12543 21.26533 -28.86676  -0.719
N 5.63065 22.60490 -30.59887  -0.266
C 4.98212 21.75045 -31.63822  -0.895
H 6.03289 24.19517 -28.21584  0.621
H 7.44249 23.27209 -28.79384  0.477
H 6.58511 22.85744 -27.33198  -0.302
H 6.27140 23.30011 -30.95415  0.250
H 5.78679 21.10480 -31.98999  0.315
H 4.82877 22.40809 -32.49385  0.332
H 4.09358 21.29260 -31.20350  0.284
C 9.46501 26.91719 -29.34736  -1.034
C 9.18980 27.98453 -28.34546  0.738
O 9.72333 29.09121 -28.33309  -0.657
N 8.27718 27.75523 -27.37414  -0.099
C 7.75508 26.45536 -26.86276  -0.471
H 8.61272 26.83600 -30.02197  0.292
H 9.63278 25.89759 -29.00042  0.187
H 10.31172 27.11926 -30.00336  0.362
H 7.94072 28.52709 -26.81635  0.388
H 8.53064 25.70639 -27.02293  0.024
H 6.90561 26.15537 -27.47635  0.536
H 7.62153 26.39162 -25.78285  -0.176
C 7.63085 25.14572 -18.21184  -0.370
C 7.59229 23.67024 -18.43977  0.494
O 7.05358 23.14408 -19.43757  -0.713
N 8.00451 22.99079 -17.39031  -0.160
C 7.89991 21.63887 -17.24800  -0.715
H 7.82711 25.57495 -19.19436  -0.237
H 8.47407 25.39341 -17.56707  0.416
H 6.70041 25.51123 -17.77733  0.202
H 8.54397 23.36753 -16.62405  0.290
H 7.07207 21.22748 -17.82553  0.178
H 7.80339 21.43582 -16.18144  0.338
H 8.84730 21.26755 -17.63874  0.185
C 4.73539 20.98889 -25.23408  -0.731
C 5.87440 20.02651 -24.97762  0.391
O 6.20780 19.76558 -23.81687  -0.485
N 6.51808 19.38334 -25.98168  -0.037
C 7.60301 18.42323 -25.87727  -0.916
H 4.26543 20.79874 -26.19900  0.508
H 5.00761 22.04389 -25.26536  -0.066
H 4.01251 20.90590 -24.42250  0.389
H 6.19048 19.72370 -26.87439  0.008
H 7.69964 17.85515 -24.95204  0.237
H 8.62745 18.77556 -25.99761  0.150
H 7.50963 17.81079 -26.77410  0.474

***

(2)
Below is a structure of composition C48H120F2N9O24S3Sn2 at a distorted geometry, with properties calculated with wB97M-V/def2-TZVPD.

Output
E_LUMO ... -5.4 eV
Strongest force on any atom ... 9.69 eV/Å
Gap between HOMO and LUMO ... 3.97 eV
Net charge ... +1
Calculated total energy ... -163849.2790 eV

Each line ends with the Mulliken charge.
CARTESIAN COORDINATES (ANGSTROEM)
Sn 0.01553 4.10651 -1.46340  1.502
Sn -2.31253 2.06469 -6.30318  1.386
S -0.01804 4.38169 -4.90293  0.964
O -0.54454 5.51142 -5.64807  -0.669
O 0.37504 3.29555 -5.81430  -0.598
O 1.02617 4.94113 -4.00211  -0.768
O -1.03830 3.75511 -3.97789  -0.586
N -0.26888 1.26813 -1.17444  0.462
S 0.45883 0.16614 -1.91966  0.239
O -0.23198 -0.86829 -2.71223  -1.093
O 1.77211 -0.26160 -1.40938  -0.187
F 0.99873 1.18452 -3.03139  -0.021
S -0.29160 0.38017 0.33669  0.954
O 0.42055 1.07518 1.40656  -0.304
O -0.47221 -1.09059 0.34810  -0.448
F -1.74221 0.82349 0.84523  -0.575
C -7.92463 1.78434 -1.38933  -0.954
O -6.84097 1.07987 -0.80405  -0.296
C -6.83447 -0.34723 -1.13864  -0.780
C -5.59046 -0.95319 -0.40858  -0.348
N -6.00962 -1.40625 0.98311  -0.226
C -4.99203 -2.08035 1.70153  -0.551
C -4.31222 -3.37542 0.97640  -0.237
O -5.14548 -4.56626 0.72140  -0.458
C -5.70949 -5.02374 1.88712  -0.540
H -8.85802 1.27495 -1.14971  0.385
H -7.94241 1.85552 -2.47685  0.352
H -8.08480 2.80225 -1.03393  0.259
H -6.87053 -0.49967 -2.21733  0.365
H -7.73513 -0.76819 -0.69176  0.543
H -4.78291 -0.22197 -0.44472  0.101
H -5.25231 -1.77471 -1.04014  0.358
H -6.86704 -1.93413 0.90400  0.356
H -5.32846 -2.27773 2.71934  0.359
H -4.15958 -1.38933 1.83434  0.193
H -3.40343 -3.58532 1.54045  0.210
H -3.83482 -3.10330 0.03505  0.316
H -5.10419 -4.84267 2.77533  0.093
H -5.82830 -6.10708 1.86871  0.294
H -6.71902 -4.62762 1.99678  0.271
C 2.88478 -3.63795 -0.79191  -0.865
O 3.67992 -2.88102 -1.69205  -0.268
C 3.16563 -2.67236 -2.95649  -0.204
C 4.28914 -2.07454 -3.74440  -0.797
N 3.78265 -2.04727 -5.18677  0.174
C 4.97656 -1.93156 -6.02059  -0.726
C 4.59025 -1.96335 -7.51101  -0.707
O 3.62254 -2.91476 -7.85315  -0.341
C 3.28790 -3.17981 -9.20684  -0.993
H 3.33703 -3.70376 0.19764  0.047
H 2.82565 -4.63224 -1.23464  0.470
H 1.84273 -3.31828 -0.78519  0.301
H 2.25482 -2.08061 -2.86504  -0.137
H 2.80633 -3.62641 -3.34222  0.633
H 5.22343 -2.59553 -3.53518  0.413
H 4.44783 -1.04965 -3.40895  0.124
H 3.38485 -2.95159 -5.39667  0.231
H 5.44528 -2.91061 -5.92130  0.453
H 5.68256 -1.10147 -5.99579  0.160
H 5.48859 -2.38409 -7.96273  0.552
H 4.49139 -0.98707 -7.98559  0.404
H 3.33596 -2.23645 -9.75077  0.365
H 2.20318 -3.25386 -9.28413  0.321
H 3.94544 -3.80726 -9.80854  0.352
C -4.01842 1.90659 -2.96104  -0.037
O -3.78523 1.06149 -4.07075  -0.239
C -3.74713 -0.32739 -3.66401  0.339
C -3.21358 -1.33793 -4.75207  -1.361
N -1.89692 -0.96150 -5.17072  0.632
C -1.32750 -1.76173 -6.25488  -1.120
C 0.15578 -1.51028 -6.41610  0.173
O 0.31549 -0.20011 -6.88685  -0.245
C 1.64130 0.21677 -7.05937  -0.360
H -4.07303 2.94142 -3.29901  0.087
H -3.20440 1.85509 -2.23798  0.316
H -4.94686 1.79875 -2.40026  -0.098
H -4.72134 -0.61898 -3.27159  0.043
H -2.99044 -0.32090 -2.87949  0.067
H -3.71924 -1.22358 -5.71088  0.465
H -3.29048 -2.40893 -4.56457  0.402
H -1.28320 -0.98231 -4.36883  -0.032
H -1.86725 -1.61271 -7.19007  0.375
H -1.44052 -2.79355 -5.92223  0.398
H 0.51265 -2.21722 -7.16509  0.204
H 0.73211 -1.59126 -5.49449  0.019
H 1.78008 1.15758 -7.59203  0.385
H 2.18844 -0.51370 -7.65530  0.189
H 2.15544 0.44062 -6.12468  -0.079
C -0.96138 -6.26264 2.42643  -0.532
O -1.66338 -5.65460 3.50946  -0.115
C -1.28419 -6.36309 4.74002  -0.605
C -1.66793 -5.37813 5.88604  -0.690
N -2.96628 -4.89830 5.63365  -0.077
C -3.68302 -4.48135 6.79527  -0.711
C -4.81713 -3.49705 6.63897  -0.846
O -4.31531 -2.28193 5.96389  -0.055
C -5.32907 -1.31491 5.90152  -0.805
H 0.05488 -5.92526 2.63011  0.004
H -1.25588 -5.77737 1.49590  0.164
H -0.90575 -7.34962 2.36736  0.358
H -0.20730 -6.40354 4.90355  0.302
H -1.86621 -7.28215 4.80844  0.400
H -1.12078 -4.43593 5.91737  0.359
H -1.75359 -5.95624 6.80611  0.387
H -3.00463 -4.12876 4.98062  0.085
H -2.99767 -3.92609 7.43565  0.429
H -3.94473 -5.36282 7.38061  0.396
H -5.30985 -3.29453 7.58992  0.404
H -5.44660 -4.03792 5.93236  0.365
H -4.93003 -0.61849 5.16404  0.140
H -5.41511 -0.74996 6.82971  0.295
H -6.18407 -1.82771 5.46093  0.386
C -3.41750 6.19539 -2.60891  -0.937
O -3.01566 5.23047 -1.59057  0.122
C -4.02535 4.78383 -0.75637  -0.923
C -3.27964 3.94844 0.46455  -0.121
N -2.17991 4.80615 0.94147  0.018
C -1.56915 4.17591 2.10993  -0.285
C -0.07449 4.70604 2.38844  -0.842
O 0.95599 4.54975 1.40884  0.047
C 2.24085 4.88696 2.02790  -0.875
H -3.80749 7.12903 -2.20354  0.322
H -4.25031 5.86371 -3.22901  0.333
H -2.58286 6.25857 -3.30712  0.251
H -4.75407 4.17580 -1.29245  0.375
H -4.48858 5.60996 -0.21690  0.458
H -2.98185 3.00202 0.01321  -0.200
H -4.01742 3.71056 1.23084  0.365
H -2.41013 5.78936 0.92156  0.253
H -1.44989 3.12493 1.84662  -0.269
H -2.24406 4.27073 2.96058  0.550
H 0.14249 4.25561 3.35701  0.282
H -0.05591 5.75639 2.67917  0.470
H 3.04815 4.91146 1.29592  0.069
H 2.41437 4.24110 2.88862  0.284
H 2.14161 5.83595 2.55483  0.423
C 4.16139 3.67330 7.22884  -0.820
O 2.82882 3.29329 7.09187  -0.298
C 2.58685 1.90182 6.99154  -0.649
C 1.22876 1.55894 6.25477  -0.050
N 0.01341 1.61878 6.98072  -0.136
C -1.19364 1.08453 6.32864  -1.044
C -1.74707 1.94615 5.17862  -0.076
O -1.34988 3.27789 5.17554  0.168
C -2.02106 4.09738 6.12881  -0.958
H 4.74842 2.97354 7.82368  0.337
H 4.34252 4.60716 7.76099  0.288
H 4.64706 3.87319 6.27371  0.281
H 2.74380 1.25381 7.85384  0.371
H 3.26233 1.55920 6.20768  0.348
H 1.35550 0.48594 6.11089  0.174
H 1.15780 2.09552 5.30865  -0.037
H -0.03187 2.31084 7.71495  0.317
H -2.02074 0.96381 7.02825  0.256
H -0.98745 0.03859 6.10154  0.449
H -2.81839 1.77204 5.07831  0.672
H -1.38391 1.54892 4.23077  -0.371
H -1.46831 5.03018 6.01724  0.218
H -1.74662 3.80851 7.14337  0.317
H -3.07229 4.24292 5.88016  0.291
C 3.31455 2.55684 -0.27375  -1.222
O 2.81077 3.85201 -0.73935  0.411
C 3.80257 4.52702 -1.46779  -1.569
C 4.38313 3.86129 -2.74619  -0.445
N 3.23270 3.52640 -3.64542  0.369
C 3.43358 2.43284 -4.64152  0.440
C 4.67960 2.43275 -5.57171  -0.748
O 5.74956 1.99767 -4.70581  -0.157
C 6.93390 1.78621 -5.37892  -0.970
H 4.40184 2.48101 -0.26157  0.551
H 2.98220 1.69423 -0.85130  0.139
H 3.00141 2.42592 0.76206  0.281
H 4.62258 4.57839 -0.75151  0.541
H 3.27530 5.44352 -1.73257  0.402
H 4.84292 2.97398 -2.31102  0.288
H 5.08184 4.59250 -3.15267  0.484
H 2.27789 3.84648 -3.56804  -0.225
H 2.52549 2.46571 -5.24350  -0.186
H 3.47139 1.46440 -4.14270  -0.190
H 5.01631 3.34369 -6.06661  0.439
H 4.46481 1.81945 -6.44683  0.377
H 7.41281 2.74457 -5.57967  0.305
H 6.84721 1.27572 -6.33808  0.341
H 7.56316 1.24714 -4.67072  0.271
C 3.29978 -5.50098 3.12085  -0.959
O 2.67832 -4.31246 2.63022  -0.098
C 2.17522 -3.50817 3.74106  -0.364
C 1.97111 -2.09809 3.24905  0.515
N 2.99393 -1.14480 3.76613  -0.157
C 3.23092 -0.21785 2.69574  -0.645
C 4.03868 -0.79607 1.55097  1.548
O 5.39680 -0.94995 2.02853  -0.577
C 6.24004 -1.46236 1.09938  -0.544
H 3.54466 -6.03642 2.20355  0.273
H 2.59739 -6.08514 3.71540  0.278
H 4.21734 -5.30845 3.67683  0.336
H 2.86046 -3.41400 4.58349  0.296
H 1.30466 -4.04824 4.11329  -0.009
H 0.97206 -1.80772 3.57414  0.125
H 1.86133 -2.12511 2.16493  -0.345
H 3.85078 -1.55638 4.10745  0.378
H 3.72957 0.60050 3.21512  0.410
H 2.32203 0.14345 2.21460  -0.362
H 4.09851 -0.08544 0.72663  -0.079
H 3.66484 -1.72354 1.11721  -0.673
H 5.88511 -2.47806 0.92477  0.199
H 7.24221 -1.37861 1.51979  0.259
H 6.13071 -0.80258 0.23866  0.209